# 1
ORCA calculation (ωB97M-V/def2-TZVPD) on a single C4H5NO2 molecule in a non-equilibrium geometry.

Structure (ORCA input):
```
! wB97M-V def2-TZVPD RIJCOSX def2/J DEFGRID3
* xyz 0 3
C -0.4109 1.6563 0.2557
C -0.9668 0.4890 0.0574
C -0.0948 -0.6619 -0.0330
C 0.1296 -3.4728 -0.6381
N -0.0922 -1.8236 -0.5148
O 0.7272 -3.8614 -1.5823
O -1.2558 -2.8349 -0.6788
H -0.9718 2.5603 0.2800
H 0.6226 1.6583 0.4535
H -1.9751 0.3771 -0.1288
H 0.8798 -0.2637 0.1312
H 0.1712 -3.8343 0.3257
*
```

Properties
- ΔE to the lowest compared entry with this formula, charge and spin: 435.0 kJ/mol
- Orbital gap (spin up / spin down): 0.2801 / 0.2306 Eh

These are the Löwdin partial charges, in e, on atoms 1 to 4: 0.024, -0.126, -0.138, -0.456


# 2
ORCA calculation (ωB97M-V/def2-TZVPD) on 2 unconnected molecules or ions with the total composition C4H5NO2S in a non-equilibrium geometry.

Structure (ORCA input):
```
! wB97M-V def2-TZVPD RIJCOSX def2/J DEFGRID3
* xyz 0 1
C -1.4907 1.9649 -0.0808
C -0.7311 0.7024 -0.0144
C -1.0447 -0.3622 -0.7658
S -1.4385 -1.5983 -1.6254
H -1.3763 2.6527 0.8245
H -2.4867 1.7151 -0.0758
H -1.0894 2.5579 -0.9655
H 0.1406 0.5032 0.6421
O 1.3806 -3.3898 1.6149
C 1.6220 -2.5072 0.9176
N 1.6560 -1.5909 0.1408
O 2.2791 -0.3105 0.1881
H 2.5792 -0.3374 -0.8003
*
```

Properties
- ΔE to the lowest compared entry with this formula, charge and spin: 507.8 kJ/mol
- Orbital gap: 0.2997 Eh

These are the Löwdin partial charges, in e, on atoms 1 to 4: -0.120, -0.252, -0.714, 0.733


# 3
ORCA calculation (ωB97M-V/def2-TZVPD) on a single C4H5NO2S molecule in a non-equilibrium geometry.

Structure (ORCA input):
```
! wB97M-V def2-TZVPD RIJCOSX def2/J DEFGRID3
* xyz 0 1
N 2.1780 -1.9131 -0.3340
C 1.5657 -1.1460 0.2874
C 0.7861 -0.1589 1.0638
C -0.3708 -0.8171 1.8162
O -1.1925 -1.4376 0.8685
O 0.3310 0.9309 0.2824
C -0.3000 0.6795 -0.8847
S -1.0504 1.8314 -1.7063
H 1.4622 0.2816 1.7592
H 0.0875 -1.5412 2.5294
H -0.8868 0.0035 2.3764
H -2.0294 -1.6071 1.2615
H -0.2661 -0.3387 -1.1925
*
```

Properties
- ΔE to the lowest compared entry with this formula, charge and spin: 245.4 kJ/mol
- Orbital gap: 0.3430 Eh

These are the Löwdin partial charges, in e, on atoms 1 to 4: 0.187, -0.144, -0.299, -0.199


# 4
ORCA calculation (ωB97M-V/def2-TZVPD) on a single C4H5NO2S molecule in a non-equilibrium geometry.

Structure (ORCA input):
```
! wB97M-V def2-TZVPD RIJCOSX def2/J DEFGRID3
* xyz 0 1
C -0.3419 -1.7723 -0.0992
C -0.2713 -0.4722 -0.3800
C -0.9117 0.0053 -1.6551
O -0.9226 1.1590 -2.0028
N 0.2519 0.5491 0.4723
O -0.8085 1.3071 0.9041
C 1.4544 0.7013 0.9752
S 1.8611 1.8783 2.0166
H -0.6755 -2.4779 -0.8756
H -0.0911 -2.1187 0.8625
H -1.3976 -0.8012 -2.1998
H -0.3468 2.0311 1.4039
H 2.1997 0.0113 0.5781
*
```

Properties
- ΔE to the lowest compared entry with this formula, charge and spin: 368.8 kJ/mol
- Orbital gap: 0.3130 Eh

These are the Löwdin partial charges, in e, on atoms 1 to 4: 0.141, -0.232, -0.206, 0.090


# 5
ORCA calculation (ωB97M-V/def2-TZVPD) on a single C4H5NO2S molecule in a non-equilibrium geometry.

Structure (ORCA input):
```
! wB97M-V def2-TZVPD RIJCOSX def2/J DEFGRID3
* xyz 0 1
C -2.1089 0.0959 -1.0429
S -0.5055 0.8913 -1.3998
C 0.3976 0.4660 0.0260
N 0.2583 1.0233 1.2976
C 1.1417 0.4357 2.0025
O 1.8873 -0.5012 1.3435
C 1.4002 -0.4557 0.0803
O 1.9537 -1.2886 -0.7892
H -2.5366 0.5247 -0.1224
H -2.7622 0.3604 -1.8548
H -1.9866 -0.9924 -0.9524
H 1.3852 0.5597 3.0781
H 1.4759 -1.1191 -1.6665
*
```

Properties
- ΔE to the lowest compared entry with this formula, charge and spin: 144.6 kJ/mol
- Orbital gap: 0.3406 Eh

These are the Löwdin partial charges, in e, on atoms 1 to 4: -0.382, 0.877, -0.601, 0.100


# 6
ORCA calculation (ωB97M-V/def2-TZVPD) on a single C4H5NO2S molecule in a non-equilibrium geometry.

Structure (ORCA input):
```
! wB97M-V def2-TZVPD RIJCOSX def2/J DEFGRID3
* xyz 0 1
C 0.4940 -2.0504 1.6522
C 1.1581 -0.8453 0.9936
C 0.8096 -0.1810 -0.3296
N 0.2166 -0.8269 -1.3151
O -0.5506 -0.0693 -2.1960
S 0.5353 1.5982 -0.2909
C -1.1696 2.1436 -0.6838
O -2.1073 1.5270 -0.9946
H 1.0637 -2.1968 2.7324
H -0.1920 -2.7081 1.1821
H 2.1016 -0.1582 1.3778
H -1.2974 0.4877 -1.7591
H -1.0619 3.2794 -0.3691
*
```

Properties
- ΔE to the lowest compared entry with this formula, charge and spin: 646.1 kJ/mol
- Orbital gap: 0.3253 Eh

These are the Löwdin partial charges, in e, on atoms 1 to 4: 0.048, -0.162, -0.600, -0.005


# 7
ORCA calculation (ωB97M-V/def2-TZVPD) on a single C4H5NO3 molecule in a non-equilibrium geometry.

Structure (ORCA input):
```
! wB97M-V def2-TZVPD RIJCOSX def2/J DEFGRID3
* xyz 0 1
C 2.1885 0.6702 0.5782
O 1.4748 0.4699 -0.6982
C 0.6155 -0.6925 -0.7799
C -0.7793 -0.4579 -0.4863
C -1.8879 -0.2174 -0.1376
N -3.1817 0.0543 0.1566
O -3.6794 1.1394 0.0185
O -3.7562 -0.8967 0.6281
H 2.8974 1.4266 0.2327
H 2.8057 -0.1269 0.9889
H 1.5641 1.0623 1.2909
H 0.8849 -1.3761 0.0528
H 0.8536 -1.0551 -1.8446
*
```

Properties
- ΔE to the lowest compared entry with this formula, charge and spin: 698.7 kJ/mol
- Orbital gap: 0.3661 Eh

These are the Löwdin partial charges, in e, on atoms 1 to 4: -0.058, -0.195, -0.205, 0.075


# 8
ORCA calculation (ωB97M-V/def2-TZVPD) on a molecular structure, C4H5NO3 in a non-equilibrium geometry.

Structure (ORCA input):
```
! wB97M-V def2-TZVPD RIJCOSX def2/J DEFGRID3
* xyz 0 1
C -0.3926 -0.5652 0.0749
C 0.8508 -0.4713 -0.6171
C 1.1441 0.9553 -0.4386
C -0.7278 0.7210 0.2401
H -0.1363 -1.9741 1.5234
H -1.0618 -2.6360 0.1326
H 2.6017 -0.8719 -1.2373
H 1.7502 1.7399 -0.8901
H -2.5432 0.5134 0.5988
N -1.0306 -1.9024 0.7930
O 1.8053 -1.2903 -1.0336
O 0.1115 1.6336 0.0333
O -1.7472 1.2450 0.8462
*
```

Properties
- ΔE to the lowest compared entry with this formula, charge and spin: 462.1 kJ/mol
- Orbital gap: 0.2980 Eh

These are the Löwdin partial charges, in e, on atoms 1 to 4: -0.113, -0.247, -0.079, -0.551


# 9
ORCA calculation (ωB97M-V/def2-TZVPD) on a molecular structure, C4H5NO3 in a non-equilibrium geometry.

Structure (ORCA input):
```
! wB97M-V def2-TZVPD RIJCOSX def2/J DEFGRID3
* xyz 0 1
C -1.8625 -0.8421 0.0011
C -1.2890 0.4123 -0.1370
C 1.0592 1.0481 -0.0852
C 2.4859 0.3277 0.1583
H -1.5540 -1.0120 1.0725
H -1.1962 -1.6344 -0.5356
H -3.2103 -1.0423 -0.0920
H 0.4025 -0.9193 -0.8258
H 3.5264 0.8457 0.6884
N 0.1034 0.1519 -0.2635
O -1.9606 1.3880 0.1939
O 1.0367 2.2248 -0.1801
O 2.4585 -0.9483 0.0052
*
```

Properties
- ΔE to the lowest compared entry with this formula, charge and spin: 425.4 kJ/mol
- Orbital gap: 0.3413 Eh

These are the Löwdin partial charges, in e, on atoms 1 to 4: -0.070, -0.553, -0.492, -0.052


# 10
ORCA calculation (ωB97M-V/def2-TZVPD) on a single C4H5NO3 molecule in a non-equilibrium geometry.

Structure (ORCA input):
```
! wB97M-V def2-TZVPD RIJCOSX def2/J DEFGRID3
* xyz 0 1
C -2.5319 -0.0438 -0.0014
O -1.3929 0.7970 -0.0505
C -0.2953 0.0729 0.0395
O -0.2333 -1.3406 0.0184
C 1.0934 -1.5379 0.0242
N 1.8516 -0.4794 -0.0511
C 1.0031 0.5395 -0.0175
O 1.3768 1.8102 0.0208
H -3.4323 0.5545 -0.2857
H -2.4844 -0.8739 -0.6703
H -2.6543 -0.3865 1.0477
H 1.4217 -2.5633 -0.0175
H 0.5676 2.3082 0.1049
*
```

Properties
- ΔE to the lowest compared entry with this formula, charge and spin: 211.1 kJ/mol
- Orbital gap: 0.3119 Eh

These are the Löwdin partial charges, in e, on atoms 1 to 4: -0.056, -0.021, -0.268, 0.084


The lowest ΔE to the lowest compared entry with this formula, charge and spin belongs to which entry?
number 5


ΔE to the lowest compared entry with this formula, charge and spin of number 4 (C4H5NO2S)?
368.8 kJ/mol